Here is a structure of composition C38H44B4ClNO4 at a distorted geometry from the Open Molecules 2025 dataset. Energies are from ωB97M-V/def2-TZVPD.

Properties
Frontier orbital gap in eV: 8.6337

The geometry in ORCA input format:
```
! RIJCOSX wB97M-V def2-TZVPD def2/J DEFGRID3
* xyz 0 1
H -6.0681 -0.7289 0.9697
H 1.3087 2.9950 5.5321
Cl -2.9344 0.0336 3.8194
H 0.8557 -2.7350 -0.6320
H -5.6435 1.9006 -1.6013
C 3.3102 0.7069 -4.8926
H -0.4316 -3.4391 1.3457
H -4.3187 4.8669 3.5614
C 0.3565 -4.0733 0.9678
N -5.5021 -0.0815 -0.9610
C -0.2093 4.1231 4.5239
H -2.2805 -3.9825 -6.3303
C 2.0955 -4.4848 -0.6336
C 7.4152 -1.2845 1.4984
C -2.5472 4.3165 0.1828
H -1.6228 5.4831 3.6728
H 8.2963 -1.4289 2.1092
C -0.7271 -3.2708 -3.4080
H -2.8275 6.4174 -0.1337
C -0.8066 5.3643 4.3704
C 0.5404 -2.9832 -3.8939
H 1.8844 -7.0223 1.5914
C 2.0515 0.4137 -4.3950
B -3.5016 -1.5341 0.3919
C -3.8277 4.7112 2.6098
C 7.5402 -1.1417 0.1252
O -4.5392 -2.0653 -1.9251
H 2.5935 1.1538 -1.1334
C 1.0844 -3.6741 -0.1424
H 4.0573 -1.0140 1.7703
B -4.5958 -1.1856 -0.9261
C 0.6931 6.2863 6.0044
B -3.0530 -3.1861 1.8767
H -0.9260 -3.2068 -2.3447
C 1.6596 -6.0826 1.1051
H -0.5662 3.2801 3.9460
H 0.0675 -5.5904 2.4531
C 0.8406 3.9635 5.4148
H -6.0786 1.0152 0.7665
C -3.6239 5.7811 1.7512
C -1.7422 -3.6308 -4.2867
C 1.7966 0.5653 -3.0386
H 6.5053 -0.8518 -1.7313
C -3.3977 3.4431 2.2523
H 1.7810 -2.8382 -5.6328
H -4.3759 1.0060 -2.3442
H 3.5083 0.6034 -5.9510
C 6.4114 -0.9595 -0.6584
C 0.7931 -3.0653 -5.2541
H 1.0437 7.1297 6.5844
H -3.5952 -2.1481 -2.2364
H 1.2681 0.0755 -5.0603
H -7.3289 0.0424 0.0653
C -6.2732 0.0759 0.2730
H -2.4102 2.2572 0.7717
C 2.3861 -5.6863 -0.0062
C 2.7978 1.0186 -2.1880
O -2.9931 -0.6173 1.2765
H 4.2796 -0.7747 -0.6829
C -0.2194 -3.4290 -6.1286
H -2.7342 -3.8453 -3.9086
C 4.3119 1.1485 -4.0427
H 5.2903 1.3845 -4.4395
H -0.8185 7.4159 4.9886
H 3.1794 -6.3155 -0.3871
C -4.8854 1.1610 -1.4064
H 4.8407 1.6663 -2.0324
H 0.8114 0.3442 -2.6484
H -3.9577 6.7715 2.0315
H -3.5518 -4.1790 2.2991
C 1.2911 5.0449 6.1559
H 1.3295 -2.6917 -3.2131
H -4.1980 1.5700 -0.6791
H 6.0646 -1.3510 3.1612
C 0.6406 -5.2780 1.5900
C -0.3540 6.4460 5.1099
O -3.1434 -2.8171 0.6126
C 5.0334 -1.0540 1.3065
C 5.1581 -0.9168 -0.0682
H 2.6574 -4.1839 -1.5056
H 8.5189 -1.1727 -0.3348
H -0.0207 -3.4865 -7.1905
C -2.7535 3.2476 1.0414
H -3.5567 2.6046 2.9153
C -1.4889 -3.7073 -5.6467
B -2.7628 -1.0485 2.5029
C -2.9869 5.5830 0.5362
O -2.4577 -2.3260 2.7317
C 6.1621 -1.2406 2.0895
H 2.1093 4.9201 6.8527
C 4.0597 1.3097 -2.6911
H -2.0422 4.1633 -0.7618
*
```

Which charges does Mulliken predict for the atoms? In e, they are: atom 1 (H): 0.328, atom 2 (H): 0.372, atom 3 (Cl): -0.290, atom 4 (H): 0.564, atom 5 (H): 0.358, atom 6 (C): -0.448, atom 7 (H): 0.506, atom 8 (H): 0.379, atom 9 (C): -0.292, atom 10 (N): -0.087, atom 11 (C): -0.470, atom 12 (H): 0.382, atom 13 (C): -0.405, atom 14 (C): -0.425, atom 15 (C): -0.461, atom 16 (H): 0.156, atom 17 (H): 0.358, atom 18 (C): -0.354, atom 19 (H): 0.388, atom 20 (C): 0.189, atom 21 (C): -0.184, atom 22 (H): 0.368, atom 23 (C): -0.489, atom 24 (B): -0.079, atom 25 (C): -0.764, atom 26 (C): -0.333, atom 27 (O): -0.401, atom 28 (H): 0.464, atom 29 (C): -0.579, atom 30 (H): 0.391, atom 31 (B): 1.307, atom 32 (C): -0.355, atom 33 (B): 0.499, atom 34 (H): 0.401, atom 35 (C): -0.376, atom 36 (H): 0.465, atom 37 (H): 0.414, atom 38 (C): -0.460, atom 39 (H): 0.291, atom 40 (C): -0.319, atom 41 (C): -0.445, atom 42 (C): -0.344, atom 43 (H): 0.402, atom 44 (C): -0.123, atom 45 (H): 0.407, atom 46 (H): 0.362, atom 47 (H): 0.387, atom 48 (C): -0.551, atom 49 (C): -0.675, atom 50 (H): 0.360, atom 51 (H): 0.219, atom 52 (H): 0.477, atom 53 (H): 0.296, atom 54 (C): -1.058, atom 55 (H): 0.585, atom 56 (C): -0.571, atom 57 (C): -0.690, atom 58 (O): 0.076, atom 59 (H): 0.465, atom 60 (C): -0.341, atom 61 (H): 0.499, atom 62 (C): -0.519, atom 63 (H): 0.396, atom 64 (H): 0.365, atom 65 (H): 0.374, atom 66 (C): -1.183, atom 67 (H): 0.499, atom 68 (H): 0.524, atom 69 (H): 0.398, atom 70 (H): -0.156, atom 71 (C): -0.419, atom 72 (H): 0.486, atom 73 (H): 0.348, atom 74 (H): 0.366, atom 75 (C): -0.387, atom 76 (C): -0.553, atom 77 (O): -0.665, atom 78 (C): -0.542, atom 79 (C): -0.134, atom 80 (H): 0.405, atom 81 (H): 0.370, atom 82 (H): 0.377, atom 83 (C): -0.374, atom 84 (H): 0.264, atom 85 (C): -0.552, atom 86 (B): 0.086, atom 87 (C): -0.425, atom 88 (O): -0.254, atom 89 (C): -0.374, atom 90 (H): 0.354, atom 91 (C): -0.247, atom 92 (H): 0.426